(1)
Entry from the OMol25 dataset: C4H8O2 as an isolated structure (ωB97M-V/def2-TZVPD).

Values from the calculation:
- M: 88.1 g/mol
- Lowest unoccupied orbital energy: 0.89 eV
- HOMO level: -8.1 eV
- ΔE to the lowest compared entry with this formula, charge and spin: 471.9 kJ/mol

XYZ file:
```
14
C4H8O2 ωB97M-V/def2-TZVPD
C -0.0438 1.6642 -0.9962
O -0.3885 0.2966 -0.9501
C 0.5105 -0.4771 -0.2070
C 0.4057 -0.3916 1.2797
C -0.0826 -1.8355 0.1415
O -1.4263 -1.8444 -0.0043
H 0.9570 1.8006 -1.4297
H -0.0614 2.1154 0.0058
H -0.7793 2.1602 -1.6335
H 1.5174 -0.4763 -0.6351
H -0.4618 0.1313 1.6747
H 1.3223 -0.3487 1.8634
H 0.2301 -1.7641 1.3617
H -1.6994 -1.0307 -0.4708
```



(2)
Entry from the OMol25 dataset: a 2-piece molecular cluster, C3H11NO overall at a distorted geometry (ωB97M-V/def2-TZVPD).

Values from the calculation:
- M: 77.1 g/mol
- Lowest unoccupied orbital energy: 1.01 eV
- HOMO level: -10.0 eV
- ΔE to the lowest compared entry with this formula, charge and spin: 31.1 kJ/mol

XYZ file:
```
16
C3H11NO ωB97M-V/def2-TZVPD
C 2.0215 0.1060 -1.0140
C 1.0875 0.2599 0.1699
C -0.2815 0.7911 -0.2503
N -1.3398 0.5302 0.7655
H 1.6811 -0.6939 -1.6744
H 2.0310 1.0208 -1.6024
H 3.0337 -0.1888 -0.7420
H 1.4590 0.9262 0.9361
H 0.9360 -0.7008 0.6585
H -0.2507 1.8645 -0.4522
H -0.5756 0.3318 -1.1958
H -1.6976 1.4492 1.0302
H -0.8735 0.3112 1.6598
O -2.1587 -2.2892 0.6574
H -3.1193 -2.3464 0.6513
H -1.9532 -1.3716 0.4023
```



(3)
Entry from the OMol25 dataset: one molecule with the formula C17H17ClN2O5S at a distorted geometry (ωB97M-V/def2-TZVPD).

Values from the calculation:
- M: 396.9 g/mol
- Lowest unoccupied orbital energy: -0.13 eV
- HOMO level: -8.3 eV
- ΔE to the lowest compared entry with this formula, charge and spin: 171.2 kJ/mol

XYZ file:
```
43
C17H17ClN2O5S ωB97M-V/def2-TZVPD
O 3.4788 -3.1483 1.8647
C 2.6151 -2.7513 1.1088
C 1.1796 -2.8114 1.3844
C 0.7141 -2.9105 2.6404
C -0.6731 -2.9841 2.9732
C -1.2930 -3.0659 4.2024
C -2.6771 -3.0937 3.9474
C -2.8065 -3.0258 2.5895
O -1.6126 -2.9627 1.9966
N 2.9826 -2.2735 -0.1388
C 2.2551 -1.5321 -1.0533
C 2.6035 -1.5770 -2.4079
C 1.8978 -0.8576 -3.3510
C 0.8202 -0.0721 -2.9580
Cl -0.0866 0.8124 -4.1066
C 0.4884 0.0034 -1.6158
S -0.8914 1.0155 -1.0668
O -2.0743 0.6334 -1.7744
O -0.9131 0.9541 0.3681
N -0.3968 2.5154 -1.6210
C -1.4260 3.3799 -2.1679
C -2.1389 4.1373 -1.0464
O -1.2161 4.8564 -0.2576
C -0.2706 3.9937 0.3365
C 0.5074 3.2127 -0.7279
C 1.2014 -0.7007 -0.6686
H 0.5008 -2.8138 0.5456
H 1.4090 -2.9138 3.4685
H -0.8085 -3.1016 5.1567
H -3.4675 -3.1542 4.6669
H -3.6714 -3.0134 1.9557
H 3.9465 -2.4697 -0.3808
H 3.4340 -2.1928 -2.7195
H 2.1685 -0.9050 -4.3934
H -2.1277 2.7489 -2.7120
H -0.9431 4.0812 -2.8557
H -2.8335 4.8750 -1.4513
H -2.6864 3.4143 -0.4223
H 0.3988 4.6302 0.9174
H -0.7742 3.2775 1.0005
H 1.1532 2.4701 -0.2587
H 1.1120 3.8962 -1.3328
H 0.9216 -0.5767 0.3652
```



(4)
Entry from the OMol25 dataset: one molecule with the formula C5H11NOS at a distorted geometry (ωB97M-V/def2-TZVPD).

Values from the calculation:
- M: 133.2 g/mol
- Lowest unoccupied orbital energy: 0.79 eV
- HOMO level: -8.0 eV
- ΔE to the lowest compared entry with this formula, charge and spin: 455.6 kJ/mol

XYZ file:
```
19
C5H11NOS ωB97M-V/def2-TZVPD
C -1.5086 -2.9359 -0.4533
O -0.5516 -2.1504 0.0473
C -0.8036 -0.8578 -0.1555
C 0.0893 0.0734 0.2252
C 1.3578 -0.2543 0.8193
N 2.2501 0.0938 -0.4567
S -0.2042 1.5936 -0.4630
C -0.3193 2.7476 0.9911
H -2.6220 -2.6108 -0.3271
H -1.4753 -2.9541 -1.6070
H -1.2054 -4.0332 -0.0432
H -1.7089 -0.7865 -0.9485
H 1.4372 -1.3105 0.8958
H 1.5511 0.3857 1.6829
H 2.3952 1.2512 -0.3950
H 1.7166 -0.2707 -1.3485
H -0.7352 3.6634 0.5870
H 0.6978 2.8769 1.4925
H -1.0150 2.2011 1.6766
```



(5)
Entry from the OMol25 dataset: C33H18BrF4N4PPd as an isolated structure (ωB97M-V/def2-TZVPD).

Values from the calculation:
- Charge: -2
- M: 763.8 g/mol
- Lowest unoccupied orbital energy: 4.20 eV
- HOMO level: -2.4 eV
- ΔE to the lowest compared entry with this formula, charge and spin: 12.5 kJ/mol

XYZ file:
```
62
C33H18BrF4N4PPd ωB97M-V/def2-TZVPD
Pd 0.5530 -0.0209 0.1082
F 5.6196 1.5929 4.7655
C 4.4648 1.1627 4.2076
C 3.7160 0.2190 4.8917
F 4.1358 -0.2419 6.0921
C 2.5363 -0.2252 4.3305
F 1.8006 -1.0944 5.0694
C 2.1327 0.2354 3.0844
P 0.5146 -0.1058 2.3421
C -0.2658 -1.6596 2.9451
C -0.8499 -1.7754 4.2077
C -1.4613 -2.9536 4.6010
C -1.4944 -4.0441 3.7384
C -0.9138 -3.9409 2.4851
C -0.3093 -2.7548 2.0865
C -0.5314 1.1533 3.1868
C 0.0290 2.3042 3.7329
C -0.7806 3.2930 4.2791
C -2.1593 3.1512 4.2799
C -2.7277 2.0074 3.7337
C -1.9198 1.0201 3.1962
C 2.8732 1.1855 2.3471
Br 2.4720 -1.7503 0.0932
C 4.0033 1.6270 2.9935
F 4.7865 2.6117 2.4319
H -0.8264 -0.9355 4.8899
H -1.9091 -3.0228 5.5855
H -1.9723 -4.9673 4.0459
H -0.9345 -4.7810 1.8016
H 0.1505 -2.6789 1.1083
H 1.1030 2.4364 3.7108
H -0.3249 4.1835 4.6957
H -2.7900 3.9290 4.6943
H -3.8047 1.8892 3.7124
H -2.3728 0.1333 2.7706
C -3.0524 -3.5099 -0.3012
C -3.8201 -2.7794 0.5920
C -3.6019 -1.4181 0.7023
C -2.6132 -0.8168 -0.0824
N -1.8694 -1.5286 -0.9313
C -2.0882 -2.8337 -1.0338
C -2.3564 0.6457 0.0133
C -3.4561 1.5069 0.0216
C -3.2888 2.8751 0.1499
C -2.0048 3.3889 0.2779
C -0.9099 2.5372 0.2722
C -1.0557 1.1556 0.1384
H -3.1829 -4.5777 -0.4200
H -4.5671 -3.2666 1.2076
H -4.1703 -0.8178 1.4015
H -1.4562 -3.3616 -1.7411
H -4.4531 1.0932 -0.0929
H -4.1494 3.5338 0.1458
H -1.8551 4.4571 0.3897
H 0.0854 2.9485 0.4006
N 0.5532 0.1523 -1.9801
C 0.2091 0.0714 -3.0772
C -0.1994 -0.0280 -4.4127
C -0.4916 -1.2937 -4.9658
N -0.7343 -2.3232 -5.4350
C -0.3560 1.1290 -5.2049
N -0.4870 2.0648 -5.8728
```



(6)
Entry from the OMol25 dataset: one molecule with the formula C8H16BrPS at a distorted geometry (ωB97M-V/def2-TZVPD).

Values from the calculation:
- M: 255.2 g/mol
- Lowest unoccupied orbital energy: 0.54 eV
- HOMO level: -8.7 eV
- ΔE to the lowest compared entry with this formula, charge and spin: 35.9 kJ/mol

XYZ file:
```
27
C8H16BrPS ωB97M-V/def2-TZVPD
C 0.5717 1.3420 2.1707
C 0.2443 0.1720 1.2693
C -0.4639 -0.9908 1.9332
C -0.4071 0.6115 -0.0506
C -1.9261 0.6131 -0.1099
C 0.3906 -0.2269 -1.1284
C 0.6806 0.5626 -2.4460
C -0.2581 -1.5173 -1.5041
P 1.7402 -0.6128 0.0839
S 2.4565 -2.2750 0.4869
Br 3.2443 0.9266 -0.2200
H 1.1050 2.0912 1.5186
H 1.1119 1.1502 3.0653
H -0.3673 1.7150 2.4405
H -0.0976 -1.8719 1.3046
H -1.5788 -0.8721 1.8857
H -0.3211 -1.1488 3.0109
H -0.1645 1.7373 -0.1276
H -2.2858 -0.2782 0.2194
H -2.1112 0.6649 -1.1242
H -2.4566 1.4788 0.4504
H 1.3487 -0.0531 -3.0076
H 1.0763 1.6248 -2.3675
H -0.3411 0.7747 -2.9514
H -0.9897 -1.5625 -2.2879
H -0.7948 -1.9238 -0.6656
H 0.5935 -2.1314 -1.8486
```